{"formula": "C3H5NS3", "method": "ωB97M-V/def2-TZVPD", "gap_ev": 7.60, "largest_force_ev_per_a": 3.7, "total_charge": 0, "spin_multiplicity": 1, "total_energy_ha": -1366.529774, "relative_energy_ev": 2.290, "species": ["C", "C", "C", "H", "H", "H", "H", "H", "N", "S", "S", "S"], "positions_angstrom": [[-2.0372, 1.9217, 1.2979], [-0.3384, 0.3408, -0.2732], [0.0267, -0.6871, -1.3682], [-2.9743, 2.5775, 1.2730], [-1.9005, 1.0375, 2.0060], [-1.2519, 2.5263, 1.4781], [-0.6671, -0.7219, -2.3139], [2.7656, -2.5473, -0.8903], [1.0225, -1.4356, -1.4382], [-1.6677, 1.3059, -0.4853], [0.1913, 0.2886, 1.3162], [2.1616, -1.7367, -0.1700]]}